(1)
Formula: C4H12NOSe2
Source: the Open Molecules 2025 dataset
Level of theory: ωB97M-V/def2-TZVPD

Each line ends with the Löwdin charge.
Atoms and positions in Å:
C (-0.50, -1.00, -0.14)  -0.12
C (-1.20, -1.07, 1.26)  -0.31
C (1.31, 0.13, -1.37)  -0.48
C (-0.19, 1.68, -0.15)  -0.40
N (0.39, 0.26, -0.23)  -0.30
O (-2.08, -0.06, 1.57)  -0.17
Se (3.14, 0.72, -0.82)  0.87
Se (-0.53, 2.06, 1.80)  0.88
H (-1.17, -0.88, -1.09)  0.17
H (0.06, -2.11, -0.19)  0.18
H (-1.73, -2.08, 1.30)  0.14
H (-0.31, -1.33, 1.99)  0.15
H (0.94, 0.59, -2.22)  0.05
H (1.31, -1.30, -1.50)  0.20
H (0.61, 2.29, -0.58)  0.06
H (-1.10, 1.98, -0.69)  0.09
H (0.95, 0.32, 0.71)  0.12
H (-2.87, -0.33, 2.04)  0.12
H (3.10, 1.80, -1.72)  -0.18
H (0.75, 2.96, 2.05)  -0.08

Calculated values
Total charge: +1
ΔE to the lowest compared entry with this formula, charge and spin, eV: 1.4152
E_LUMO, eV: -3.261
Kohn-Sham gap, Eh: 0.3532
Calculated total energy, hartree: -5092.06099

---

(2)
Formula: C42H36N4NiO4P2S
Source: the Open Molecules 2025 dataset
Level of theory: ωB97M-V/def2-TZVPD

Each line ends with the Löwdin charge.
Atoms and positions in Å:
Ni (-0.93, 2.42, -3.18)  0.35
O (-1.59, -0.20, -5.51)  -0.34
S (-2.12, 0.84, -4.65)  0.32
O (-3.57, 0.92, -4.66)  -0.35
O (-1.63, 0.63, -3.19)  -0.52
O (-1.50, 2.19, -4.97)  -0.39
C (0.39, -1.32, 0.07)  -0.49
P (-0.62, -0.62, -1.41)  1.09
C (-0.51, -2.10, -2.51)  -0.35
C (0.30, -1.99, -3.63)  -0.10
C (0.50, -3.08, -4.47)  -0.09
C (-0.10, -4.30, -4.19)  -0.11
C (-0.93, -4.42, -3.08)  -0.10
C (-1.13, -3.33, -2.25)  -0.10
C (-2.32, -0.82, -0.74)  -0.34
C (-3.38, -1.20, -1.57)  -0.09
C (-4.67, -1.33, -1.05)  -0.09
C (-4.92, -1.07, 0.29)  -0.12
C (-3.88, -0.65, 1.10)  -0.10
C (-2.59, -0.52, 0.59)  -0.14
P (-0.13, -2.32, 1.53)  1.05
C (-0.21, -4.02, 0.84)  -0.40
C (-1.44, -4.68, 0.90)  -0.12
C (-1.58, -5.97, 0.40)  -0.10
C (-0.50, -6.62, -0.17)  -0.12
C (0.74, -5.97, -0.22)  -0.09
C (0.88, -4.69, 0.28)  -0.09
C (1.49, -2.48, 2.41)  -0.38
C (2.55, -1.58, 2.29)  -0.10
C (3.68, -1.69, 3.09)  -0.10
C (3.78, -2.70, 4.03)  -0.12
C (2.74, -3.62, 4.16)  -0.11
C (1.61, -3.50, 3.36)  -0.12
H (0.73, -0.38, 0.54)  0.01
H (1.27, -1.78, -0.39)  0.04
H (0.76, -1.04, -3.86)  0.10
H (1.13, -2.98, -5.35)  0.09
H (0.07, -5.15, -4.84)  0.09
H (-1.41, -5.36, -2.86)  0.09
H (-1.78, -3.43, -1.39)  0.09
H (-3.21, -1.37, -2.62)  0.10
H (-5.47, -1.65, -1.70)  0.09
H (-5.92, -1.16, 0.68)  0.08
H (-4.07, -0.43, 2.15)  0.09
H (-1.80, -0.17, 1.23)  0.04
H (-2.29, -4.16, 1.34)  0.10
H (-2.55, -6.46, 0.43)  0.09
H (-0.61, -7.61, -0.58)  0.09
H (1.58, -6.47, -0.68)  0.10
H (1.84, -4.20, 0.24)  0.11
H (2.49, -0.77, 1.57)  0.09
H (4.48, -0.97, 2.98)  0.10
H (4.66, -2.78, 4.66)  0.09
H (2.80, -4.41, 4.89)  0.09
H (0.79, -4.21, 3.47)  0.10
N (-1.79, 7.84, -1.42)  0.13
C (-1.29, 6.61, -1.75)  -0.50
N (-1.06, 5.76, -0.72)  0.19
N (-1.00, 6.37, -3.00)  0.12
C (-0.57, 5.15, -3.25)  -0.26
N (-0.14, 4.11, -3.45)  0.15
H (-1.42, 8.19, -0.55)  0.10
H (-1.68, 8.49, -2.18)  0.09
H (-1.80, 5.71, -0.03)  0.12
H (-0.75, 4.80, -1.00)  0.06
C (-0.49, 2.58, -1.36)  -0.12
C (0.08, 2.72, -0.28)  -0.21
C (0.88, 2.88, 0.88)  -0.23
C (0.54, 2.18, 2.10)  -0.21
C (1.52, 1.72, 3.02)  -0.08
C (1.18, 1.01, 4.15)  -0.13
C (-0.15, 0.70, 4.43)  -0.15
C (-1.13, 1.11, 3.53)  -0.13
C (-0.80, 1.84, 2.40)  -0.07
C (2.07, 3.70, 0.76)  -0.20
C (2.70, 4.33, 1.86)  -0.08
C (3.83, 5.11, 1.70)  -0.14
C (4.39, 5.32, 0.45)  -0.17
C (3.78, 4.73, -0.66)  -0.13
C (2.64, 3.95, -0.52)  -0.05
H (2.57, 1.90, 2.80)  0.10
H (1.96, 0.67, 4.83)  0.09
H (-0.41, 0.13, 5.31)  0.08
H (-2.17, 0.87, 3.73)  0.09
H (-1.57, 2.15, 1.71)  0.10
H (2.26, 4.23, 2.85)  0.10
H (4.29, 5.58, 2.57)  0.08
H (5.28, 5.93, 0.33)  0.07
H (4.19, 4.89, -1.65)  0.08
H (2.17, 3.50, -1.38)  0.09

Calculated values
Total charge: -2
ΔE to the lowest compared entry with this formula, charge and spin, eV: 0.6011
E_LUMO (spin up / spin down), eV: 4.151 / 4.150
Kohn-Sham gap (spin up / spin down), Eh: 0.1583 / 0.1581
Calculated total energy, hartree: -4731.29357

---

(3)
Formula: C18H16F2N4O4
Source: the Open Molecules 2025 dataset
Level of theory: ωB97M-V/def2-TZVPD

Each line ends with the Löwdin charge.
Atoms and positions in Å:
C (3.78, 2.37, -2.15)  -0.02
C (4.41, 1.69, -1.00)  -0.27
N (5.34, 2.21, -0.25)  0.12
O (5.65, 1.31, 0.69)  -0.06
N (4.92, 0.19, 0.55)  0.14
C (4.14, 0.38, -0.49)  -0.17
C (3.15, -0.62, -0.97)  -0.20
C (3.70, -2.05, -0.99)  -0.11
C (3.46, -2.51, 0.44)  -0.15
C (2.11, -1.90, 0.79)  -0.14
N (2.03, -0.71, -0.03)  0.01
C (1.09, 0.24, -0.04)  -0.38
O (1.14, 1.20, -0.80)  0.07
C (-0.05, 0.11, 0.90)  -0.16
C (-1.09, 1.06, 1.01)  0.09
C (-1.91, 0.54, 1.98)  -0.23
C (-3.19, 1.02, 2.57)  -0.10
O (-4.06, 1.55, 1.60)  -0.01
C (-4.56, 0.73, 0.63)  -0.20
C (-4.35, -0.64, 0.54)  0.00
C (-4.92, -1.37, -0.49)  0.00
C (-5.69, -0.73, -1.44)  -0.28
F (-6.23, -1.45, -2.44)  0.06
C (-5.91, 0.63, -1.38)  0.08
C (-5.35, 1.34, -0.35)  -0.19
F (-5.56, 2.67, -0.28)  0.09
O (-1.39, -0.63, 2.40)  0.03
N (-0.25, -0.88, 1.74)  0.12
H (4.02, 1.85, -3.07)  0.09
H (2.70, 2.36, -2.01)  0.07
H (4.14, 3.40, -2.21)  0.09
H (2.77, -0.29, -1.94)  0.16
H (4.75, -2.08, -1.27)  0.12
H (3.13, -2.65, -1.69)  0.12
H (3.46, -3.60, 0.54)  0.11
H (4.24, -2.10, 1.09)  0.10
H (2.02, -1.64, 1.85)  0.12
H (1.28, -2.57, 0.54)  0.12
H (-1.20, 1.97, 0.46)  0.13
H (-3.66, 0.20, 3.13)  0.14
H (-3.00, 1.85, 3.26)  0.15
H (-3.76, -1.16, 1.28)  0.11
H (-4.75, -2.44, -0.55)  0.12
H (-6.52, 1.13, -2.13)  0.13

Calculated values
Total charge: 0
SMILES: Cc1nonc1[C@H]1CCCN1C(=O)c1cc(COc2ccc(F)cc2F)on1
E_LUMO, eV: 0.523
Kohn-Sham gap, Eh: 0.3484
Calculated total energy, hartree: -1415.13059

---

(4)
Formula: C9H12N3O
Source: the Open Molecules 2025 dataset
Level of theory: ωB97M-V/def2-TZVPD

Each line ends with the Löwdin charge.
Atoms and positions in Å:
H (-1.22, -0.40, 2.11)  0.10
N (-0.30, -0.20, 1.65)  0.21
C (-0.35, 0.65, 0.67)  -0.29
C (-1.45, 1.62, 0.40)  -0.23
N (-2.67, 1.51, 0.98)  0.16
C (-1.11, 2.60, -0.50)  -0.01
C (0.09, 2.69, -1.21)  -0.01
C (1.12, 1.79, -1.02)  0.04
C (0.81, 0.73, -0.14)  -0.12
N (1.60, -0.44, -0.18)  -0.15
O (2.80, -0.46, -0.45)  0.11
C (0.92, -1.65, 0.01)  -0.20
C (1.72, -2.75, 0.59)  0.01
C (-0.35, -1.94, -0.68)  0.02
H (-3.35, 2.22, 0.96)  0.10
H (-2.78, 0.69, 1.68)  0.15
H (-1.95, 3.21, -0.78)  0.12
H (0.14, 3.29, -2.02)  0.09
H (2.08, 1.78, -1.54)  0.14
H (2.25, -3.18, -0.23)  0.10
H (1.06, -3.58, 0.95)  0.12
H (2.52, -2.30, 1.33)  0.16
H (-0.81, -2.80, -0.13)  0.13
H (0.00, -2.17, -1.71)  0.14
H (-0.78, -0.91, -0.73)  0.10

Calculated values
Total charge: +1
SMILES: [H]/N=C1\C(=[NH2+])C=CC=C1[N+]([O-])=C(C)C
ΔE to the lowest compared entry with this formula, charge and spin, eV: 5.7788
E_LUMO (spin up / spin down), eV: -5.635 / -5.754
Kohn-Sham gap (spin up / spin down), Eh: 0.2419 / 0.2210
Calculated total energy, hartree: -589.23365

---

(5)
Formula: C6H9NO3
Source: the Open Molecules 2025 dataset
Level of theory: ωB97M-V/def2-TZVPD

Each line ends with the Löwdin charge.
Atoms and positions in Å:
O (-2.24, -1.68, 3.80)  0.09
C (-2.07, -1.24, 2.69)  -0.34
H (-2.85, -0.73, 2.10)  0.14
O (-0.79, -1.19, 2.12)  0.03
H (-0.81, -0.64, 1.32)  0.10
O (-2.18, -3.89, 0.90)  -0.03
C (-2.72, -3.40, -0.29)  -0.30
C (-1.73, -2.81, -1.36)  -0.24
N (-1.35, -4.22, -1.62)  0.04
C (-2.80, -4.47, -1.42)  -0.23
C (-3.47, -3.62, -2.50)  -0.04
C (-2.75, -2.49, -2.46)  -0.05
H (-3.63, -2.82, -0.10)  0.14
H (-0.95, -2.08, -1.10)  0.13
H (-1.05, -4.38, -2.59)  0.11
H (-3.14, -5.50, -1.25)  0.14
H (-4.36, -3.87, -3.08)  0.10
H (-2.85, -1.57, -3.02)  0.10
H (-1.61, -3.23, 1.42)  0.10

Calculated values
Total charge: 0
ΔE to the lowest compared entry with this formula, charge and spin, eV: 3.1578
E_LUMO, eV: 0.340
Kohn-Sham gap, Eh: 0.3400
Calculated total energy, hartree: -514.39682

---

(6)
Formula: C58H50N2P3PtSSi
Source: the Open Molecules 2025 dataset
Level of theory: ωB97M-V/def2-TZVPD

Each line ends with the Löwdin charge.
Atoms and positions in Å:
Pt (-0.36, -0.12, 0.61)  0.45
C (-1.43, 5.71, 3.10)  -0.07
C (-1.58, 4.37, 3.38)  -0.07
C (-1.17, 3.41, 2.46)  -0.13
C (-0.59, 3.79, 1.25)  -0.35
C (-0.49, 5.15, 0.96)  -0.10
C (-0.89, 6.11, 1.88)  -0.07
P (-0.10, 2.49, 0.03)  1.04
C (-0.62, 3.33, -1.52)  -0.34
C (0.26, 3.58, -2.57)  -0.09
C (-0.19, 4.22, -3.72)  -0.08
C (-1.51, 4.61, -3.84)  -0.07
C (-2.39, 4.36, -2.80)  -0.07
C (-1.95, 3.73, -1.65)  -0.11
C (1.74, 2.58, -0.10)  -0.37
C (2.43, 3.76, 0.14)  -0.08
C (3.79, 3.85, -0.12)  -0.08
C (4.47, 2.74, -0.62)  -0.08
C (3.79, 1.56, -0.83)  -0.10
C (2.42, 1.44, -0.57)  -0.29
Si (1.38, -0.10, -0.89)  0.50
C (0.57, 0.27, -2.55)  -0.30
C (1.34, 0.81, -3.59)  -0.10
C (0.75, 1.29, -4.75)  -0.08
C (-0.63, 1.28, -4.88)  -0.07
C (-1.41, 0.73, -3.87)  -0.07
C (-0.83, 0.20, -2.72)  -0.36
P (-1.73, -0.99, -1.63)  1.04
C (-2.80, -0.45, -0.20)  -0.46
C (-3.38, -1.57, 0.44)  -0.13
C (-4.23, -1.40, 1.51)  -0.07
C (-4.51, -0.12, 1.99)  -0.07
C (-3.95, 0.98, 1.37)  -0.07
C (-3.11, 0.82, 0.28)  -0.14
C (-3.08, -1.46, -2.80)  -0.37
C (-4.34, -0.89, -2.77)  -0.09
C (-5.29, -1.24, -3.72)  -0.07
C (-4.98, -2.18, -4.70)  -0.08
C (-3.72, -2.76, -4.73)  -0.07
C (-2.78, -2.40, -3.77)  -0.10
C (2.29, -1.74, -0.76)  -0.27
C (3.50, -2.00, -1.41)  -0.09
C (4.13, -3.23, -1.31)  -0.06
C (3.55, -4.24, -0.56)  -0.06
C (2.34, -4.02, 0.07)  -0.09
C (1.71, -2.77, 0.01)  -0.36
P (0.09, -2.57, 0.88)  0.97
C (0.45, -2.86, 2.65)  -0.43
C (-0.63, -2.72, 3.53)  -0.15
C (-0.44, -2.84, 4.90)  -0.07
C (0.83, -3.09, 5.40)  -0.07
C (1.90, -3.23, 4.54)  -0.07
C (1.71, -3.12, 3.16)  -0.11
C (-0.74, -4.13, 0.39)  -0.35
C (-1.09, -4.33, -0.95)  -0.12
C (-1.73, -5.50, -1.35)  -0.07
C (-2.03, -6.48, -0.42)  -0.07
C (-1.67, -6.30, 0.91)  -0.07
C (-1.04, -5.14, 1.31)  -0.08
H (-1.76, 6.46, 3.81)  0.11
H (-2.02, 4.05, 4.31)  0.11
H (-1.29, 2.36, 2.68)  0.03
H (-0.11, 5.47, -0.01)  0.11
H (-0.80, 7.16, 1.64)  0.11
H (1.30, 3.28, -2.50)  0.10
H (0.51, 4.41, -4.53)  0.11
H (-1.85, 5.11, -4.74)  0.11
H (-3.43, 4.68, -2.87)  0.11
H (-2.64, 3.59, -0.83)  0.10
H (1.92, 4.63, 0.52)  0.09
H (4.32, 4.78, 0.05)  0.11
H (5.53, 2.81, -0.84)  0.11
H (4.34, 0.70, -1.20)  0.09
H (2.42, 0.88, -3.48)  0.10
H (1.37, 1.69, -5.55)  0.11
H (-1.10, 1.68, -5.76)  0.11
H (-2.48, 0.69, -4.00)  0.11
H (-3.16, -2.57, 0.08)  0.10
H (-4.68, -2.26, 1.98)  0.11
H (-5.17, 0.01, 2.84)  0.11
H (-4.17, 1.98, 1.72)  0.11
H (-2.74, 1.68, -0.25)  0.05
H (-4.60, -0.16, -2.01)  0.11
H (-6.27, -0.79, -3.70)  0.11
H (-5.72, -2.45, -5.44)  0.11
H (-3.47, -3.49, -5.49)  0.11
H (-1.79, -2.85, -3.80)  0.10
H (3.94, -1.25, -2.05)  0.09
H (5.07, -3.41, -1.82)  0.11
H (4.02, -5.21, -0.49)  0.11
H (1.87, -4.83, 0.62)  0.11
H (-1.61, -2.49, 3.14)  0.11
H (-1.28, -2.72, 5.57)  0.11
H (0.98, -3.18, 6.47)  0.11
H (2.89, -3.43, 4.93)  0.11
H (2.56, -3.24, 2.50)  0.09
H (-0.84, -3.58, -1.68)  0.06
H (-1.99, -5.63, -2.39)  0.11
H (-2.53, -7.39, -0.74)  0.11
H (-1.89, -7.08, 1.63)  0.11
H (-0.77, -5.02, 2.35)  0.10
S (0.49, 0.40, 2.85)  0.68
C (2.17, 0.73, 2.78)  -0.73
N (3.02, -0.20, 2.35)  0.06
C (4.47, -0.04, 2.37)  -0.14
C (4.84, 0.88, 3.52)  -0.14
C (4.06, 2.18, 3.41)  -0.14
N (2.64, 1.88, 3.24)  0.05
H (2.61, -1.07, 2.05)  0.09
H (4.81, 0.38, 1.42)  0.11
H (4.92, -1.02, 2.48)  0.13
H (5.91, 1.09, 3.52)  0.12
H (4.60, 0.39, 4.47)  0.13
H (4.41, 2.77, 2.55)  0.11
H (4.17, 2.79, 4.31)  0.13
H (1.94, 2.56, 3.49)  0.13

Calculated values
Total charge: +1
Spin multiplicity: 3
ΔE to the lowest compared entry with this formula, charge and spin, eV: 1.7904
E_LUMO (spin up / spin down), eV: -1.651 / -3.495
Kohn-Sham gap (spin up / spin down), Eh: 0.2177 / 0.2360
Calculated total energy, hartree: -4180.64987